The following is a DFT calculation (ωB97M-V/def2-TZVPD) of a molecular structure, C4H38BaO19Sn2 at a distorted geometry.

Each line ends with the Löwdin charge.
Cartesian coordinates (Å):
Sn: -1.1618 13.9033 12.2358  1.69
Sn: -3.4875 17.7488 14.4121  1.36
Ba: -4.1047 12.6855 15.5758  1.90
O: 0.8583 12.4511 15.6773  -0.36
C: 0.5844 11.2769 14.8578  -0.34
C: -0.9154 10.6644 14.7565  -0.35
O: -1.9743 11.3656 14.1338  -0.51
H: 1.1971 10.4330 15.1749  0.09
H: 1.0471 11.5157 13.9002  0.06
H: -1.1365 10.4534 15.8027  0.09
H: -0.8592 9.6553 14.3482  0.08
O: -4.0202 14.6036 13.4723  -0.61
C: -5.0793 14.8374 12.5190  -0.36
C: -6.4636 15.4784 13.0192  -0.33
O: -6.6975 16.8934 13.1973  -0.24
H: -5.0982 13.8961 11.9697  0.08
H: -4.7153 15.5162 11.7477  0.07
H: -6.8845 14.9439 13.8708  0.09
H: -7.1124 15.3330 12.1555  0.11
O: 0.2601 15.6284 10.2180  -0.12
H: 0.7029 15.0449 9.6017  -0.02
H: 0.5804 16.5020 9.9937  0.06
O: 1.1196 12.1286 10.8903  -0.09
H: 1.7069 12.8077 10.5585  -0.03
H: 1.6664 11.3449 10.9464  0.06
O: -2.8105 17.3578 9.7191  -0.02
H: -3.6649 17.7892 9.7317  0.09
H: -2.3142 17.8277 9.0490  0.09
O: -5.2505 15.0100 8.2321  -0.04
H: -5.1963 14.2577 7.6428  0.04
H: -4.8765 14.6970 9.0558  -0.01
O: -1.3991 17.0484 11.9448  -0.16
H: -1.7858 16.9895 11.0712  -0.03
H: -0.7320 17.7305 11.8665  0.05
O: -4.5789 11.3854 13.0386  -0.15
H: -4.7247 11.5334 12.1042  0.03
H: -3.6274 11.3297 13.1271  -0.06
O: -2.3665 8.4291 12.1865  -0.04
H: -2.1826 9.2921 12.5575  -0.01
H: -1.5140 7.9949 12.1546  0.04
O: 3.4632 14.1659 11.5823  -0.02
H: 4.2824 13.7824 11.2690  0.07
H: 3.3349 14.9394 11.0333  0.05
O: -1.8602 13.6452 16.6780  -0.23
H: -1.4359 14.2598 17.2767  0.06
H: -1.1500 13.0834 16.3678  -0.01
O: 1.4303 17.0601 14.1461  -0.02
H: 1.7960 16.1961 13.9565  0.03
H: 1.6526 17.5884 13.3795  0.06
O: -0.7734 15.8693 14.7995  -0.16
H: -0.5826 15.4223 15.6242  0.03
H: 0.0057 16.3981 14.6273  -0.04
O: 1.3768 14.2521 13.5508  -0.13
H: 2.0874 14.0706 12.9357  0.01
H: 1.3122 13.4595 14.0836  -0.02
O: 1.7597 13.8651 8.8738  -0.03
H: 2.6693 13.6734 8.6458  0.08
H: 1.2508 13.5233 8.1387  0.09
O: -2.7594 11.6442 10.5048  -0.07
H: -3.5348 11.9458 10.0314  0.04
H: -2.3530 11.0064 9.9181  0.06
O: -2.7337 14.5655 9.5712  -0.12
H: -2.9689 15.4562 9.3111  0.00
H: -2.4024 14.1610 8.7695  0.06

Results
E_LUMO = -7.99 eV
charge = +2
E = -56003.265 eV
HOMO level = -11.239 eV